Formula: C20H33ClN2O4
Source: the OMol25 dataset
Level of theory: ωB97M-V/def2-TZVPD

The geometry in ORCA input format:
```
! RIJCOSX wB97M-V def2-TZVPD def2/J DEFGRID3
* xyz 0 1
C -3.33 2.71 -2.60
N -2.60 2.12 -1.48
C -2.23 0.73 -1.66
C -1.21 0.46 -2.75
O -1.79 0.67 -4.01
C 0.18 1.11 -2.48
N 0.62 -0.19 -1.99
C 1.86 -0.54 -1.58
O 2.75 0.28 -1.46
C 2.02 -2.00 -1.21
C 1.33 -2.24 0.12
C 1.88 -1.48 1.35
C 1.57 -2.71 2.21
O 0.31 -2.50 2.83
C 1.50 -3.57 0.91
C 0.36 -4.56 0.79
C 2.84 -4.24 0.66
C -0.53 -0.92 -2.52
C -1.85 3.04 -0.77
O -1.71 4.17 -1.20
C -1.35 2.78 0.68
Cl -2.78 3.48 1.61
C -0.13 3.65 0.94
C 0.31 3.63 2.40
C 0.53 2.21 2.91
C -0.70 1.35 2.68
C -1.13 1.37 1.21
H -3.82 3.62 -2.26
H -2.68 2.95 -3.44
H -4.08 1.99 -2.93
H -1.82 0.34 -0.74
H -3.13 0.15 -1.90
H -1.11 0.63 -4.69
H 0.69 1.42 -3.39
H 0.24 1.92 -1.75
H 1.62 -2.65 -2.00
H 3.09 -2.19 -1.12
H 0.26 -2.03 0.04
H 2.95 -1.28 1.25
H 1.38 -0.56 1.65
H 2.31 -3.02 2.94
H 0.04 -3.31 3.28
H 0.49 -5.39 1.49
H -0.60 -4.08 0.99
H 0.33 -4.99 -0.21
H 2.99 -5.05 1.37
H 2.90 -4.66 -0.34
H 3.67 -3.54 0.78
H -1.02 -1.61 -1.83
H -0.32 -1.44 -3.46
H 0.67 3.26 0.30
H -0.35 4.66 0.61
H 1.23 4.21 2.50
H -0.44 4.13 3.01
H 1.39 1.77 2.38
H 0.79 2.22 3.97
H -0.49 0.32 2.96
H -1.52 1.71 3.30
H -2.03 0.76 1.07
H -0.31 0.93 0.62
*
```

Properties
* HOMO level: -9.30 eV
* ΔE to the lowest compared entry with this formula, charge and spin: 0.328 eV
* SMILES string: CN(CC1(O)CN(C(=O)C[C@@H]2C[C@@H](O)C2(C)C)C1)C(=O)C1(Cl)CCCCC1
* calculated total energy: -1652.549790 a.u.
* F_max: 0.31 eV Å⁻¹

What are the natural (NBO) partial charges on each atom? They are as follows, in elementary charge units: atom 1 (C): -0.4013, atom 2 (N): -0.4553, atom 3 (C): -0.2257, atom 4 (C): 0.2405, atom 5 (O): -0.7039, atom 6 (C): -0.2319, atom 7 (N): -0.4515, atom 8 (C): 0.6973, atom 9 (O): -0.6111, atom 10 (C): -0.4975, atom 11 (C): -0.1936, atom 12 (C): -0.4315, atom 13 (C): 0.1099, atom 14 (O): -0.7236, atom 15 (C): -0.0525, atom 16 (C): -0.6197, atom 17 (C): -0.6169, atom 18 (C): -0.2308, atom 19 (C): 0.6753, atom 20 (O): -0.5988, atom 21 (C): -0.0264, atom 22 (Cl): -0.0821, atom 23 (C): -0.4383, atom 24 (C): -0.4025, atom 25 (C): -0.4026, atom 26 (C): -0.3994, atom 27 (C): -0.4385, atom 28 (H): 0.2213, atom 29 (H): 0.2037, atom 30 (H): 0.1986, atom 31 (H): 0.2261, atom 32 (H): 0.2161, atom 33 (H): 0.4744, atom 34 (H): 0.1984, atom 35 (H): 0.2150, atom 36 (H): 0.2166, atom 37 (H): 0.2338, atom 38 (H): 0.2079, atom 39 (H): 0.2194, atom 40 (H): 0.2230, atom 41 (H): 0.1611, atom 42 (H): 0.4706, atom 43 (H): 0.2071, atom 44 (H): 0.2178, atom 45 (H): 0.2130, atom 46 (H): 0.2137, atom 47 (H): 0.2110, atom 48 (H): 0.2120, atom 49 (H): 0.2010, atom 50 (H): 0.1926, atom 51 (H): 0.2107, atom 52 (H): 0.2522, atom 53 (H): 0.2137, atom 54 (H): 0.2097, atom 55 (H): 0.1933, atom 56 (H): 0.2120, atom 57 (H): 0.2246, atom 58 (H): 0.2125, atom 59 (H): 0.2189, atom 60 (H): 0.2104